C4H3FOS as an isolated structure. Source: the OMol25 dataset; level of theory: ωB97M-V with the def2-TZVPD basis set.

Geometry as XYZ:
```
10
Properties=species:S:1:pos:R:3:mulliken_charge:R:1
C -0.64 0.04 -0.17 0.177
C 0.30 -0.92 -0.09 -0.336
C 1.61 -0.18 -0.21 0.433
C 1.27 1.16 0.02 -0.274
H -3.01 0.95 1.13 0.165
H 0.39 -2.06 -0.21 0.317
H 2.04 2.03 -0.08 0.302
O -0.08 1.36 -0.06 -0.261
F 2.87 -0.74 0.22 -0.276
S -2.49 -0.36 0.02 -0.248
```

HOMO level   -8.90 eV
Charge   0
Total energy   -19792.516 eV
Gap between HOMO and LUMO   8.4 eV
Strongest force on any atom   0.08685 hartree/bohr

***

C39H40N5O5PS2V as an isolated structure. Source: the OMol25 dataset; level of theory: ωB97M-V with the def2-TZVPD basis set.

Geometry as XYZ:
```
93
Properties=species:S:1:pos:R:3:mulliken_charge:R:1
V -0.14 -0.68 -0.36 0.305
C 3.52 0.35 1.69 -1.592
C 2.11 0.80 1.94 0.845
C 1.77 2.14 1.85 -0.544
C 0.48 2.58 2.12 0.517
C 0.11 4.03 1.97 -1.594
C -0.47 1.65 2.52 -0.606
C -0.17 0.30 2.64 1.137
C -1.21 -0.68 3.08 -1.412
C 1.12 -0.12 2.32 -0.416
H 4.00 0.96 0.93 0.264
H 3.56 -0.69 1.37 0.321
H 4.12 0.43 2.60 0.394
H 2.52 2.86 1.55 0.495
H 0.02 4.51 2.95 0.423
H -0.85 4.14 1.47 0.309
H 0.86 4.57 1.40 0.233
H -1.49 1.98 2.70 0.357
H -0.83 -1.29 3.90 0.393
H -1.51 -1.36 2.28 0.109
H -2.11 -0.16 3.42 0.429
H 1.38 -1.17 2.41 0.195
O -3.55 1.68 0.14 -0.754
C -2.60 1.29 -0.51 -0.014
O -1.60 0.63 -0.01 0.017
C -2.58 1.55 -2.01 0.699
C -3.80 1.92 -2.57 -0.901
C -3.94 2.13 -3.93 -0.767
C -2.84 1.99 -4.75 -0.760
C -1.61 1.64 -4.21 -0.736
C -1.46 1.42 -2.84 0.186
P 0.20 1.04 -2.16 2.408
C 0.87 2.70 -1.76 0.223
C 2.21 2.77 -1.38 0.202
C 2.81 3.99 -1.12 -0.678
C 2.06 5.16 -1.21 -0.739
C 0.72 5.10 -1.56 -0.756
C 0.13 3.87 -1.84 -0.625
C 1.19 0.62 -3.64 -0.457
C 1.83 1.57 -4.44 -0.328
C 2.57 1.18 -5.54 -0.749
C 2.68 -0.17 -5.86 -0.704
C 2.06 -1.12 -5.07 -0.815
C 1.32 -0.73 -3.97 0.298
H -4.64 2.02 -1.89 0.520
H -4.90 2.41 -4.34 0.371
H -2.93 2.14 -5.82 0.417
H -0.76 1.54 -4.87 0.389
H 2.78 1.85 -1.29 0.322
H 3.85 4.03 -0.84 0.455
H 2.53 6.11 -1.01 0.340
H 0.13 6.00 -1.62 0.388
H -0.92 3.84 -2.12 0.434
H 1.74 2.62 -4.19 0.478
H 3.06 1.93 -6.15 0.430
H 3.27 -0.47 -6.72 0.396
H 2.16 -2.17 -5.31 0.483
H 0.83 -1.47 -3.34 -0.072
N 1.08 -7.60 4.77 -0.556
C 0.66 -6.73 3.77 1.126
C 0.10 -5.49 4.10 -0.841
C -0.36 -4.64 3.12 -0.515
C -0.26 -5.01 1.78 -0.697
C 0.29 -6.24 1.44 -0.384
C 0.75 -7.09 2.43 -0.874
S -0.82 -3.91 0.54 1.543
O -2.07 -3.34 0.98 -0.817
O -0.80 -4.63 -0.71 -0.726
N 0.23 -2.68 0.55 0.164
C 1.40 -2.74 -0.12 0.004
S 2.40 -4.09 -0.54 -0.152
C 3.52 -3.00 -1.29 -0.536
C 3.08 -1.73 -1.19 -1.018
N 1.89 -1.58 -0.52 0.610
H 1.28 -7.19 5.66 0.223
H 1.73 -8.31 4.49 0.220
H 0.01 -5.20 5.15 0.301
H -0.80 -3.69 3.38 0.413
H 0.35 -6.52 0.39 0.517
H 1.17 -8.05 2.16 0.297
H 4.42 -3.35 -1.77 0.477
H 3.58 -0.86 -1.59 0.416
C -1.35 -3.69 -3.86 -0.573
N -2.45 -3.12 -3.11 -0.236
C -2.23 -2.19 -2.15 -0.334
N -3.30 -1.81 -1.39 -0.256
O -1.13 -1.63 -2.04 0.819
H -1.72 -4.04 -4.82 0.416
H -0.88 -4.51 -3.32 0.172
H -0.61 -2.92 -4.04 0.042
H -3.28 -3.67 -3.02 0.255
H -4.04 -2.47 -1.26 0.337
H -3.05 -1.31 -0.55 -0.004
```

HOMO level (alpha / beta)   -6.75 / -6.24 eV
Charge   0
Spin multiplicity   2
Total energy   -115431.036 eV
Gap between HOMO and LUMO (alpha / beta)   7.2 / 6.7 eV
Strongest force on any atom   0.01682 hartree/bohr

***

One molecule with the formula C6H9Cl. Source: the OMol25 dataset; level of theory: ωB97M-V with the def2-TZVPD basis set.

Geometry as XYZ:
```
16
Properties=species:S:1:pos:R:3:mulliken_charge:R:1
C -1.31 0.75 0.79 -1.336
C -0.06 0.96 0.37 1.141
C 1.19 -2.67 0.29 -0.941
C 0.32 -1.51 -0.18 -0.115
C 0.71 -0.10 -0.08 0.098
C 0.60 2.34 0.09 -1.196
Cl 2.43 0.17 -0.65 -0.225
H -1.98 1.68 0.96 0.181
H -1.78 -0.17 0.85 0.411
H 0.96 -3.62 -0.05 0.379
H 2.13 -2.54 0.92 0.274
H -0.11 -1.71 -1.20 0.338
H -0.80 -1.52 0.31 0.064
H 1.17 2.43 -0.88 0.338
H -0.27 3.10 0.23 0.305
H 1.40 2.61 0.85 0.283
```

HOMO level (alpha / beta)   -8.26 / -7.62 eV
Charge   0
Total energy   -18885.859 eV
Gap between HOMO and LUMO (alpha / beta)   7.9 / 7.9 eV
Strongest force on any atom   0.09222 hartree/bohr

***

A 3-piece molecular cluster, C38H67BBr2F3N3O13S overall. Source: the OMol25 dataset; level of theory: ωB97M-V with the def2-TZVPD basis set.

Geometry as XYZ:
```
128
Properties=species:S:1:pos:R:3:mulliken_charge:R:1
C -2.25 -4.00 4.95 -0.732
B -1.93 -3.56 3.36 0.595
O -1.54 -4.72 2.53 -0.609
C -1.94 -1.96 2.84 0.930
C -1.26 -1.12 4.04 -0.188
C 0.18 -1.35 4.67 -0.928
O 0.71 -2.68 4.98 -0.613
C 1.46 -0.52 3.98 0.623
F 1.07 0.47 2.97 -0.224
F 2.52 -1.48 3.50 -0.271
F 2.18 0.27 5.05 -0.348
C -3.55 -1.52 2.87 -2.734
N -3.89 -0.21 3.41 1.724
C -3.60 1.09 2.87 0.579
C -2.95 2.25 3.90 -1.285
O -3.81 1.64 1.65 -0.529
C -4.65 -0.13 4.70 0.175
C -5.90 0.96 4.87 -0.998
O -4.42 -0.81 5.84 -0.549
C -4.47 -2.12 1.60 1.058
C -5.15 -3.61 1.96 -1.142
N -4.40 -4.81 1.46 -0.187
C -5.88 -1.23 1.38 -0.779
Br -7.26 -1.57 2.85 -0.086
C -6.52 -1.22 -0.11 -0.180
C -6.70 -2.58 -0.96 -0.780
Br -5.71 0.21 -1.34 -0.089
O -3.87 -2.02 0.30 0.285
S -2.33 -2.54 0.02 0.982
O -2.14 -4.03 -0.30 -0.659
O -2.02 -1.89 -1.40 -0.725
C -1.19 -1.79 1.34 1.262
C 0.34 -2.34 1.37 0.340
C 0.83 -3.44 0.27 -1.161
N 0.78 -3.06 -1.17 -0.289
C -1.22 -0.19 0.86 -0.302
C -0.11 0.30 -0.21 0.466
C -0.68 1.17 -1.49 0.694
C 0.22 1.08 -2.90 -0.340
C -0.13 1.90 -4.28 -0.276
C -1.44 2.88 -4.31 -0.432
C -2.36 2.98 -2.93 -0.569
C -1.98 2.14 -1.53 -0.290
H -2.85 -3.17 5.54 0.206
H -2.98 -4.93 4.87 0.316
H -1.30 -4.40 5.51 0.146
H -2.06 -5.55 2.77 0.270
H -1.28 0.06 3.85 -0.354
H -2.03 -1.23 4.96 0.672
H 0.12 -0.83 5.75 0.453
H 0.35 -3.01 5.86 0.397
H -3.97 -2.24 3.74 0.535
H -3.70 3.14 4.09 0.375
H -1.94 2.67 3.42 0.280
H -2.65 1.80 4.94 0.309
H -6.53 1.08 3.89 0.245
H -6.56 0.68 5.82 0.311
H -5.45 2.03 5.12 0.281
H -6.21 -3.77 1.43 0.315
H -5.35 -3.77 3.10 0.377
H -4.84 -5.21 0.60 0.245
H -4.26 -5.54 2.20 0.248
H -5.70 -0.07 1.55 0.277
H -7.63 -0.79 0.04 0.514
H -7.74 -3.12 -0.87 0.238
H -6.57 -2.31 -2.11 0.320
H -5.86 -3.40 -0.74 0.115
H 1.18 -1.48 1.32 0.071
H 0.68 -2.86 2.40 0.035
H 0.28 -4.46 0.54 0.223
H 1.98 -3.66 0.52 0.366
H 0.60 -3.87 -1.82 0.224
H 1.63 -2.52 -1.46 0.134
H -2.27 0.03 0.35 0.145
H -1.16 0.56 1.76 -0.099
H 0.63 1.05 0.36 -0.371
H 0.59 -0.51 -0.68 -0.452
H 1.19 0.40 -2.88 0.201
H 0.61 1.77 -5.21 0.178
H -1.64 3.48 -5.30 0.275
H -3.30 3.71 -3.01 0.252
H -2.64 2.29 -0.58 0.260
C 6.63 -2.31 -5.38 -0.790
O 5.45 -1.92 -6.07 -0.284
C 4.26 -2.24 -5.35 -0.674
C 3.20 -1.15 -5.53 -0.367
O 3.47 0.05 -4.80 -0.206
C 4.58 0.84 -5.25 -0.325
C 4.35 1.51 -6.61 -0.594
O 4.47 0.56 -7.66 -0.274
C 3.57 0.80 -8.73 -0.761
H 6.72 -3.40 -5.37 0.327
H 7.49 -1.88 -5.90 0.232
H 6.63 -1.92 -4.36 0.354
H 4.46 -2.38 -4.28 0.368
H 3.88 -3.19 -5.76 0.404
H 2.26 -1.53 -5.13 0.423
H 3.02 -0.93 -6.58 0.105
H 5.50 0.27 -5.23 0.094
H 4.69 1.64 -4.50 0.392
H 5.12 2.28 -6.77 0.407
H 3.37 2.00 -6.62 0.291
H 2.54 0.91 -8.37 0.323
H 3.60 -0.06 -9.41 0.230
H 3.87 1.70 -9.29 0.323
C 3.64 1.47 0.68 -0.473
O 3.90 2.77 0.14 -0.356
C 2.73 3.40 -0.37 -0.049
C 2.75 4.90 -0.08 -0.459
O 2.49 5.25 1.29 -0.503
C 3.51 4.91 2.23 -0.144
C 4.80 5.72 2.08 -0.608
O 5.55 5.27 0.95 -0.245
C 6.22 6.33 0.27 -0.829
H 3.40 0.78 -0.12 0.242
H 4.55 1.14 1.19 0.386
H 2.83 1.52 1.41 0.084
H 1.82 2.96 0.07 -0.030
H 2.70 3.23 -1.45 0.387
H 1.93 5.36 -0.65 0.467
H 3.66 5.37 -0.44 0.099
H 3.71 3.83 2.22 -0.013
H 3.09 5.14 3.21 0.421
H 5.43 5.58 2.96 0.403
H 4.55 6.79 1.99 0.349
H 5.52 7.14 0.03 0.372
H 6.61 5.93 -0.67 0.229
H 7.04 6.71 0.88 0.321
```

HOMO level   -7.73 eV
SMILES   CB(O)[C@]1(C[C@@H](O)C(F)(F)F)[C@@H](N(C(C)=O)C(C)=O)[C@@](CN)([C@H](Br)[C@H](C)Br)OS(=O)(=O)[C@@]1(CCN)CCc1ccccc1.COCCOCCOC.COCCOCCOC
Charge   0
Total energy   -231305.100 eV
Gap between HOMO and LUMO   6.6 eV
Strongest force on any atom   0.19992 hartree/bohr

***

A 2-piece molecular cluster, C4H10NO overall. Source: the OMol25 dataset; level of theory: ωB97M-V with the def2-TZVPD basis set.

Geometry as XYZ:
```
16
Properties=species:S:1:pos:R:3:mulliken_charge:R:1
C -2.15 1.16 1.31 -1.179
C -0.84 0.81 0.60 -0.175
C -0.74 1.01 -0.76 0.047
O 0.39 0.56 -1.48 -0.572
H -1.95 1.95 2.01 0.307
H -2.94 1.47 0.65 0.347
H -2.58 0.32 1.82 0.320
H -0.04 0.41 1.18 0.344
H -1.53 1.36 -1.43 0.264
H 0.31 0.88 -2.39 0.340
C 2.25 -1.74 0.48 -0.073
N 1.10 -1.62 -0.08 -0.074
H 2.49 -2.72 0.98 0.268
H 2.99 -0.95 0.47 0.301
H 0.82 -0.79 -0.63 0.282
H 0.55 -2.49 -0.10 0.256
```

HOMO level   -12.75 eV
Charge   +1
Total energy   -7839.488 eV
Gap between HOMO and LUMO   7.5 eV
Strongest force on any atom   0.06881 hartree/bohr

***

C45H30F4IN12Sc as an isolated structure. Source: the OMol25 dataset; level of theory: ωB97M-V with the def2-TZVPD basis set.

Geometry as XYZ:
```
93
Properties=species:S:1:pos:R:3:mulliken_charge:R:1
Sc -0.19 0.29 -0.78 -0.850
C 4.37 -2.10 -4.94 -0.695
C 4.76 -0.76 -5.07 -0.737
C 4.00 0.26 -4.52 -0.118
C 2.85 -0.10 -3.83 0.367
C 1.84 0.69 -3.14 -0.198
N 1.86 2.01 -3.09 -0.476
C 0.91 2.71 -2.50 -0.042
C 0.89 4.17 -2.51 0.171
C 1.77 5.11 -3.02 -0.271
C 1.45 6.45 -2.83 -0.640
C 0.29 6.83 -2.15 -0.698
C -0.59 5.89 -1.64 -0.130
C -0.27 4.55 -1.83 0.155
C -0.93 3.32 -1.42 -0.133
N -2.10 3.30 -0.81 -0.415
C -2.75 2.19 -0.51 -0.337
N -2.33 0.90 -0.66 0.004
C -3.34 0.08 -0.26 -0.295
N -3.37 -1.24 -0.30 -0.442
C -2.41 -1.95 -0.87 -0.471
N -1.24 -1.49 -1.39 0.162
C -0.60 -2.54 -2.00 -0.365
N 0.55 -2.53 -2.66 -0.422
C 1.23 -1.43 -2.93 -0.208
N 0.92 -0.14 -2.58 0.354
C 2.47 -1.43 -3.70 0.194
C 3.22 -2.46 -4.26 -0.255
C -1.37 -3.75 -1.81 0.487
C -1.15 -5.07 -2.19 -0.329
C -2.11 -6.01 -1.83 -0.655
C -3.25 -5.64 -1.11 -0.716
C -3.47 -4.33 -0.74 -0.166
C -2.51 -3.39 -1.09 0.474
C -4.46 0.88 0.24 0.481
C -5.69 0.53 0.77 -0.255
C -6.54 1.56 1.15 -0.668
C -6.16 2.90 0.99 -0.762
C -4.93 3.24 0.45 -0.086
C -4.09 2.21 0.08 0.384
N -0.18 2.24 -1.82 0.263
H 4.99 -2.88 -5.38 0.424
H 5.67 -0.52 -5.60 0.418
H 4.29 1.30 -4.61 0.577
H 2.66 4.80 -3.55 0.576
H 2.12 7.21 -3.22 0.405
H 0.08 7.89 -2.03 0.411
H -1.50 6.18 -1.12 0.593
H 2.91 -3.49 -4.15 0.568
H -0.27 -5.34 -2.75 0.586
H -1.97 -7.05 -2.11 0.411
H -3.98 -6.40 -0.85 0.408
H -4.36 -4.03 -0.19 0.570
H -5.98 -0.51 0.89 0.570
H -7.50 1.33 1.58 0.411
H -6.85 3.68 1.29 0.416
H -4.64 4.28 0.32 0.580
C -1.29 -2.61 2.85 -1.163
N -0.12 -1.75 2.83 0.906
C 0.17 -1.22 4.15 -1.284
C 1.03 -2.42 2.24 -1.419
C 0.99 -2.35 0.72 -0.629
N 1.32 -1.01 0.21 1.280
C 2.61 -0.64 0.12 0.778
C 2.90 0.72 -0.11 -0.557
F 1.81 1.55 -0.12 0.203
C 4.13 1.26 -0.31 -0.136
F 4.23 2.58 -0.54 -0.342
C 5.26 0.47 -0.28 -0.745
C 5.04 -0.87 -0.01 0.221
F 6.09 -1.70 0.05 -0.352
C 3.79 -1.42 0.19 0.284
F 3.74 -2.74 0.44 -0.349
H -2.09 -2.12 3.41 0.411
H -1.09 -3.58 3.34 0.348
H -1.65 -2.80 1.84 0.163
H 0.44 -2.00 4.88 0.382
H -0.70 -0.68 4.53 0.350
H 1.00 -0.51 4.09 0.348
H 1.07 -3.48 2.55 0.397
H 1.95 -1.95 2.59 0.478
H -0.02 -2.60 0.41 -0.383
H 1.64 -3.11 0.29 0.451
H 6.25 0.86 -0.45 0.528
I -3.24 2.62 4.39 0.098
C -1.74 2.33 3.01 -1.371
C -0.81 3.25 2.59 -0.082
N -0.06 2.63 1.66 -0.063
N -0.43 1.35 1.48 0.722
C -1.45 1.16 2.30 -0.311
H -0.64 4.28 2.86 0.509
H 0.72 3.00 1.14 0.032
H -1.94 0.20 2.36 0.715
```

HOMO level (alpha / beta)   -6.49 / -6.49 eV
Charge   0
Total energy   -104710.109 eV
Gap between HOMO and LUMO (alpha / beta)   5.0 / 4.9 eV
Strongest force on any atom   0.01495 hartree/bohr

***

C35H82FeN11O12 as an isolated structure. Source: the OMol25 dataset; level of theory: ωB97M-V with the def2-TZVPD basis set.

Geometry as XYZ:
```
141
Properties=species:S:1:pos:R:3:mulliken_charge:R:1
Fe -1.37 -2.71 -4.31 0.629
C -1.50 0.80 0.42 -0.897
C -0.36 -0.23 0.07 -0.175
O -0.21 -0.79 -1.22 -0.345
H -1.29 1.01 1.47 0.319
H -2.46 0.32 0.23 0.286
H -1.41 1.73 -0.14 0.294
H -0.44 -0.95 0.88 0.253
H 0.51 0.36 0.37 0.242
C 3.94 6.40 0.72 0.127
O 3.19 6.51 -0.21 -0.561
N 4.00 5.44 1.64 0.125
C 4.94 5.59 2.72 -0.863
C 3.17 4.27 1.57 -0.965
H 4.57 7.26 0.99 0.264
H 5.49 6.53 2.76 0.307
H 5.60 4.74 2.52 0.330
H 4.41 5.44 3.66 0.297
H 3.78 3.42 1.88 0.335
H 2.20 4.31 2.07 0.265
H 2.97 4.13 0.51 0.339
C -2.90 -2.89 7.36 0.133
O -2.46 -1.77 7.61 -0.597
N -2.92 -3.29 6.09 0.150
C -2.24 -2.62 4.97 -0.968
C -3.73 -4.43 5.68 -1.041
H -3.38 -3.59 8.06 0.331
H -1.37 -3.18 4.63 0.307
H -1.76 -1.66 5.17 0.318
H -2.92 -2.32 4.17 0.335
H -4.21 -4.18 4.73 0.331
H -3.13 -5.33 5.77 0.304
H -4.56 -4.54 6.38 0.398
C 3.01 0.89 -5.99 -0.117
O 3.95 0.14 -6.38 -0.432
N 2.58 1.98 -6.66 0.312
C 1.53 2.77 -6.13 -0.786
C 2.99 2.21 -7.97 -0.965
H 2.43 0.83 -5.05 0.327
H 1.06 3.02 -7.08 0.298
H 1.85 3.69 -5.63 0.293
H 0.92 2.20 -5.43 0.387
H 3.39 3.20 -8.19 0.372
H 3.78 1.63 -8.45 0.309
H 2.15 2.00 -8.63 0.417
C 0.77 -8.43 -0.01 0.214
O 1.32 -9.44 -0.51 -0.632
N 0.27 -8.38 1.21 0.150
C -0.25 -7.11 1.78 -0.867
C 0.25 -9.59 2.06 -0.919
H 0.52 -7.55 -0.63 0.252
H 0.38 -6.79 2.61 0.322
H -1.25 -7.17 2.23 0.299
H -0.27 -6.36 0.99 0.238
H 1.01 -9.32 2.80 0.354
H -0.68 -9.68 2.63 0.283
H 0.58 -10.53 1.62 0.304
C -4.70 0.57 -6.31 0.139
O -3.55 0.44 -5.83 -0.660
N -5.51 1.60 -6.07 0.055
C -4.98 2.71 -5.22 -1.031
C -6.44 2.16 -7.01 -0.868
H -5.28 -0.07 -6.99 0.338
H -5.75 3.33 -4.75 0.375
H -4.45 3.40 -5.88 0.387
H -4.38 2.34 -4.39 0.283
H -6.34 1.71 -8.00 0.410
H -7.45 2.21 -6.59 0.264
H -6.06 3.17 -7.18 0.291
C -4.37 9.04 -1.56 0.116
O -5.50 9.00 -1.97 -0.543
N -3.78 8.14 -0.69 0.106
C -4.45 6.91 -0.19 -0.861
C -2.36 8.22 -0.45 -0.940
H -3.64 9.73 -2.01 0.250
H -4.02 6.06 -0.72 0.320
H -5.53 6.84 -0.26 0.288
H -4.16 6.70 0.84 0.311
H -1.92 7.90 0.50 0.286
H -1.92 7.56 -1.20 0.399
H -1.94 9.18 -0.75 0.268
C -5.71 3.15 5.78 0.241
O -5.68 4.37 5.92 -0.610
N -6.38 2.58 4.77 0.090
C -6.94 3.30 3.61 -0.964
C -6.54 1.11 4.74 -0.898
H -5.28 2.36 6.41 0.240
H -8.02 3.22 3.68 0.349
H -6.58 2.93 2.64 0.282
H -6.86 4.37 3.81 0.344
H -6.00 0.68 3.90 0.326
H -6.18 0.55 5.61 0.292
H -7.56 0.83 4.49 0.310
C 5.54 0.37 5.13 0.109
O 6.08 1.45 5.35 -0.599
N 4.28 0.08 5.55 0.101
C 3.79 -1.22 5.13 -0.906
C 3.40 1.03 6.25 -0.881
H 6.14 -0.44 4.70 0.336
H 4.39 -1.86 4.49 0.337
H 2.84 -0.93 4.66 0.272
H 3.50 -1.73 6.05 0.303
H 3.88 1.99 6.42 0.291
H 2.44 1.22 5.77 0.298
H 3.14 0.47 7.15 0.341
C 4.64 -5.06 -2.94 0.239
O 5.03 -5.48 -4.01 -0.604
N 5.38 -4.28 -2.16 0.123
C 4.75 -3.89 -0.90 -0.938
C 6.73 -3.89 -2.39 -0.896
H 3.61 -5.15 -2.58 0.245
H 4.62 -2.81 -0.83 0.308
H 5.41 -4.25 -0.11 0.325
H 3.74 -4.27 -0.75 0.277
H 7.12 -4.45 -3.24 0.318
H 6.72 -2.83 -2.63 0.310
H 7.37 -3.93 -1.51 0.296
C -4.92 -4.53 -1.23 0.190
O -4.32 -4.01 -2.16 -0.657
N -5.08 -5.88 -1.19 0.047
C -5.49 -6.68 0.02 -0.814
C -4.63 -6.81 -2.22 -0.853
H -5.44 -4.00 -0.41 0.313
H -4.57 -7.09 0.44 0.306
H -6.15 -7.52 -0.18 0.289
H -6.00 -6.03 0.72 0.289
H -3.63 -7.11 -1.90 0.322
H -5.36 -7.62 -2.24 0.283
H -4.51 -6.34 -3.19 0.284
C 7.24 2.97 -3.27 0.282
O 7.73 3.79 -4.08 -0.636
N 7.88 2.22 -2.40 0.087
C 9.31 2.34 -2.23 -0.979
C 7.06 1.61 -1.29 -0.861
H 6.15 2.82 -3.21 0.198
H 9.65 2.88 -1.35 0.329
H 9.84 2.84 -3.05 0.326
H 9.73 1.33 -2.28 0.331
H 7.30 2.20 -0.40 0.351
H 5.98 1.61 -1.44 0.281
H 7.47 0.63 -1.07 0.290
```

HOMO level (alpha / beta)   -6.50 / -10.51 eV
Charge   +1
Spin multiplicity   9
Total energy   -112950.852 eV
Gap between HOMO and LUMO (alpha / beta)   3.1 / 4.6 eV
Strongest force on any atom   0.07825 hartree/bohr

***

Which of these has the lowest total energy?
C38H67BBr2F3N3O13S

***

Which of these has the lowest total energy?
C38H67BBr2F3N3O13S